1 | This record from OMol25 describes one molecule with the formula C5H11NS2. The level of theory is wB97M-V/def2-TZVPD.

Positions of all 19 atoms, in Å:
C (0.54, -2.45, 2.00)
H (1.33, -2.16, 1.36)
H (-1.57, 0.14, 0.96)
H (-1.44, -1.44, 0.21)
C (-0.89, -0.72, 0.80)
H (0.17, 3.62, -1.95)
S (0.48, -0.14, -0.24)
H (1.74, 1.72, -1.42)
H (1.17, 0.92, -2.89)
C (0.87, 1.68, -2.08)
H (-1.25, -1.68, 2.73)
H (-0.13, 2.91, -3.44)
S (-1.83, 1.33, -1.49)
N (0.59, 3.01, -2.70)
H (0.07, -3.32, 1.50)
C (-0.24, 0.99, -1.25)
H (0.82, -2.72, 3.03)
C (-0.43, -1.28, 2.16)
H (0.00, -0.41, 2.71)

The value obtained for the HOMO energy is -0.3177 Eh. As for the orbital gap: 0.3161 Eh. Its total charge is 0.


2 | This record from OMol25 describes one molecule with the formula C5H11NS2. The level of theory is wB97M-V/def2-TZVPD.

Positions of all 19 atoms, in Å:
S (-0.99, 0.51, -0.35)
C (0.66, 1.08, -0.92)
H (1.36, -1.74, -1.45)
H (-2.59, 0.15, -1.88)
H (0.83, 1.22, 2.07)
N (-1.49, 1.82, 0.11)
C (-0.38, -0.40, 1.17)
C (-1.93, -0.39, -1.26)
H (-0.33, -1.57, 1.08)
H (0.86, 2.20, -0.75)
C (1.39, -1.76, -0.27)
H (-1.19, -0.19, 1.86)
H (2.33, -2.33, 0.04)
S (1.94, 0.18, 0.08)
H (-2.45, 1.98, 0.02)
C (0.94, 0.22, 1.60)
H (1.57, -0.42, 2.36)
H (0.83, 0.63, -1.90)
H (-1.37, -1.19, -1.61)

The value obtained for the HOMO energy is -0.2775 Eh. As for the orbital gap: 0.2974 Eh. Its total charge is 0.


Most stable one: 1, least stable one: 2.